Entry 1:
{
  "formula": "C5H8N2",
  "method": "ωB97M-V/def2-TZVPD",
  "total_charge": 0,
  "energy_ha": -304.602599,
  "spin_multiplicity": 3,
  "homo_lumo_gap_ev": [4.90, 7.63],
  "homo_ev": [-3.884, -8.859],
  "elements": ["N", "N", "C", "C", "C", "C", "C", "H", "H", "H", "H", "H", "H", "H", "H"],
  "positions_angstrom": [[0.109, -0.773, -0.144], [-0.856, -1.513, -0.737], [1.440, -0.849, -0.045], [2.036, 0.344, 0.181], [-0.218, 0.641, 0.343], [1.022, 1.210, 0.508], [-1.642, 0.955, 0.299], [-2.226, 0.179, 0.902], [1.922, -1.762, -0.307], [-0.774, -1.381, -1.817], [3.088, 0.484, 0.579], [-2.086, 0.740, -0.780], [1.190, 2.206, 0.794], [-1.869, 1.971, 0.597], [-1.135, -2.451, -0.371]]
}

=====

Entry 2:
{
  "formula": "C8H8N4O4",
  "method": "ωB97M-V/def2-TZVPD",
  "total_charge": 0,
  "energy_ha": -829.664846,
  "smiles": "O=c1cc[nH]c(=O)[nH]1.O=c1cc[nH]c(=O)[nH]1",
  "homo_lumo_gap_ev": 9.46,
  "homo_ev": -9.361,
  "elements": ["O", "O", "O", "O", "N", "N", "N", "N", "C", "C", "C", "C", "C", "C", "C", "C", "H", "H", "H", "H", "H", "H", "H", "H"],
  "positions_angstrom": [[0.024, -1.275, -1.077], [-4.098, -1.468, -0.658], [-1.786, 2.507, -1.268], [3.043, 2.143, -0.154], [3.598, 0.025, 0.279], [-2.789, 0.419, -0.927], [-1.683, 1.359, 0.728], [1.373, 0.426, -0.362], [2.671, 0.969, 0.023], [-2.085, 1.500, -0.612], [1.120, -0.869, -0.647], [3.413, -1.287, -0.162], [-2.005, 0.299, 1.518], [-3.339, -0.692, -0.177], [-2.906, -0.639, 1.148], [2.209, -1.805, -0.346], [0.707, 1.138, -0.570], [2.215, -2.804, -0.821], [-1.729, 0.385, 2.544], [-0.829, 1.902, 1.150], [-3.229, -1.375, 1.944], [4.440, -1.739, 0.011], [-2.877, 0.330, -1.995], [4.539, 0.550, 0.429]]
}

=====

Entry 3:
{
  "formula": "C13H40O7",
  "method": "ωB97M-V/def2-TZVPD",
  "total_charge": 1,
  "energy_ha": -1045.604251,
  "spin_multiplicity": 2,
  "homo_lumo_gap_ev": [9.95, 6.94],
  "homo_ev": [-12.302, -12.302],
  "elements": ["O", "O", "O", "O", "O", "O", "O", "C", "C", "C", "C", "C", "C", "C", "C", "C", "C", "C", "C", "C", "H", "H", "H", "H", "H", "H", "H", "H", "H", "H", "H", "H", "H", "H", "H", "H", "H", "H", "H", "H", "H", "H", "H", "H", "H", "H", "H", "H", "H", "H", "H", "H", "H", "H", "H", "H", "H", "H", "H", "H"],
  "positions_angstrom": [[-2.815, 4.752, -0.347], [-0.015, -2.963, 0.995], [-2.048, -0.046, 0.492], [0.441, 2.316, 0.280], [0.415, -0.750, -0.320], [0.209, -1.689, -2.899], [3.276, -1.762, 0.804], [0.791, -0.744, -3.749], [0.064, -3.482, 2.313], [1.762, 0.188, -3.057], [-3.341, 3.698, -1.148], [3.811, -0.649, 2.954], [-3.007, -1.346, -1.258], [-2.240, 2.804, -1.687], [1.440, 2.050, 1.239], [3.853, -1.938, 2.104], [-3.280, -0.587, 0.022], [0.321, -2.314, 3.207], [0.739, 2.152, 2.606], [-0.277, 0.052, -4.594], [-3.987, -1.558, -1.685], [0.098, 3.188, 0.488], [2.575, -0.317, -2.535], [4.154, -0.740, 3.984], [-4.135, 3.153, -0.637], [-2.580, -0.664, -1.993], [-0.746, -0.583, -5.346], [3.014, -2.617, 0.454], [-0.907, -3.959, 2.444], [-3.733, -1.240, 0.768], [-0.305, -0.133, -0.171], [0.865, -4.203, 2.474], [3.358, -2.769, 2.606], [-3.899, 4.155, -1.966], [-1.456, 3.290, -2.267], [2.231, 2.792, 1.133], [1.428, 2.030, 3.442], [-3.929, 0.266, -0.176], [-2.568, 2.114, -2.465], [1.243, -1.811, 2.917], [0.081, 1.308, 2.814], [-0.040, -3.693, 0.372], [-1.743, 2.231, -0.905], [0.241, 3.115, 2.724], [0.262, -1.506, 0.252], [0.425, -1.063, -1.227], [1.871, 1.064, 1.068], [-0.442, -1.537, 3.173], [4.898, -2.174, 1.903], [-2.175, 0.035, 1.440], [-1.061, 0.500, -3.984], [2.255, 0.765, -3.839], [0.431, -2.645, 4.240], [-2.383, -2.215, -1.048], [-3.489, 5.271, 0.096], [0.132, 0.901, -5.142], [1.211, 0.906, -2.448], [2.812, -0.216, 2.999], [4.417, 0.118, 2.472], [1.478, -1.301, -4.385]]
}

=====

Entry 4:
{
  "formula": "C10H18N2O5",
  "method": "ωB97M-V/def2-TZVPD",
  "total_charge": 0,
  "energy_ha": -877.489012,
  "smiles": "CC(C)C[C@H](N)C(=O)N[C@@H](CC(=O)O)C(=O)O",
  "homo_lumo_gap_ev": 9.47,
  "homo_ev": -9.113,
  "elements": ["O", "O", "O", "O", "O", "N", "N", "C", "C", "C", "C", "C", "C", "C", "C", "C", "C", "H", "H", "H", "H", "H", "H", "H", "H", "H", "H", "H", "H", "H", "H", "H", "H", "H", "H"],
  "positions_angstrom": [[0.027, -1.076, 2.362], [-0.979, 2.676, 1.226], [-3.520, -1.448, 0.925], [-1.405, 2.987, -0.959], [-3.766, -1.487, -1.290], [-0.503, -1.520, -0.970], [-1.243, 0.263, 1.110], [-3.258, 0.747, -0.393], [0.238, -1.528, 0.125], [-1.672, 0.797, -0.120], [-3.584, -0.821, -0.284], [2.663, 1.048, 0.563], [-1.208, 2.242, 0.142], [-0.321, -0.712, 1.300], [2.351, -0.001, -0.515], [3.781, -0.297, -1.048], [1.703, -1.360, 0.176], [-1.055, 3.900, -0.671], [-3.154, -0.832, 1.567], [2.243, -2.276, -0.260], [3.095, 1.851, 0.016], [0.118, -2.420, 0.578], [3.646, -0.921, -1.860], [1.631, 0.403, -1.232], [1.887, 1.552, 1.208], [-3.262, 1.147, -1.376], [-1.244, 0.328, -0.948], [-1.546, -1.863, -0.754], [4.265, -0.997, -0.373], [1.990, -1.385, 1.221], [-3.920, 1.309, 0.286], [-0.183, -2.170, -1.779], [4.496, 0.542, -1.363], [3.336, 0.625, 1.432], [-1.648, 0.697, 1.960]]
}

=====

Entry 5:
{
  "formula": "CHNO5S",
  "method": "ωB97M-V/def2-TZVPD",
  "total_charge": 0,
  "energy_ha": -867.685784,
  "homo_lumo_gap_ev": [8.94, 8.94],
  "homo_ev": [-9.944, -9.943],
  "elements": ["S", "O", "O", "O", "O", "O", "N", "C", "H"],
  "positions_angstrom": [[0.898, 0.880, -0.982], [-0.361, -1.860, 0.629], [-0.279, 1.264, -0.029], [-1.015, 0.796, 2.090], [0.157, -0.055, -2.116], [1.511, -0.066, -0.060], [0.093, -0.842, 1.125], [-0.449, 0.392, 1.138], [-0.555, -0.510, -1.795]]
}

=====

Entry 6:
{
  "formula": "C10H32AuBN3P2",
  "method": "ωB97M-V/def2-TZVPD",
  "total_charge": 2,
  "energy_ha": -1406.967640,
  "spin_multiplicity": 4,
  "homo_lumo_gap_ev": [7.20, 3.94],
  "homo_ev": [-12.604, -15.198],
  "elements": ["Au", "P", "P", "N", "N", "N", "C", "C", "C", "C", "C", "C", "C", "C", "C", "C", "B", "H", "H", "H", "H", "H", "H", "H", "H", "H", "H", "H", "H", "H", "H", "H", "H", "H", "H", "H", "H", "H", "H", "H", "H", "H", "H", "H", "H", "H", "H", "H", "H"],
  "positions_angstrom": [[0.143, 0.008, 0.013], [0.336, -2.411, -0.271], [0.306, 2.437, -0.197], [-3.346, 0.343, 2.698], [-1.479, -0.071, 1.570], [-1.998, -0.055, -2.680], [-0.651, 3.284, 1.079], [1.524, -3.058, 0.933], [-4.635, 0.907, 3.038], [-2.655, 0.559, 1.548], [0.858, -2.999, -1.906], [-0.267, 3.125, -1.771], [-1.406, -0.744, 2.762], [-1.197, -3.300, 0.101], [2.007, 3.002, 0.072], [-2.542, -0.505, 3.485], [-0.909, 0.010, -3.901], [-1.061, -1.009, -4.534], [1.866, 0.013, 0.095], [-1.357, 3.006, -1.876], [-1.556, -3.056, 1.107], [-2.617, 0.767, -2.684], [0.129, -2.730, -2.683], [-4.581, 1.553, 3.929], [2.683, 2.602, -0.692], [-0.568, -1.370, 3.057], [1.132, 0.136, -1.282], [-1.014, -4.380, 0.058], [-5.380, 0.121, 3.231], [-2.599, -0.888, -2.751], [-0.050, 4.199, -1.805], [0.959, -4.092, -1.897], [1.619, -4.146, 0.834], [2.514, -2.613, 0.782], [2.071, 4.097, 0.051], [0.171, 0.061, -3.366], [1.187, -2.836, 1.955], [2.350, 2.663, 1.058], [1.833, -2.572, -2.177], [-1.550, -0.084, -1.731], [-0.453, 4.361, 1.044], [-0.364, 2.918, 2.072], [-3.055, 1.179, 0.743], [0.219, 2.654, -2.635], [-1.726, 3.127, 0.941], [-2.767, -0.849, 4.466], [-1.985, -3.061, -0.624], [-1.164, 1.020, -4.516], [-4.979, 1.519, 2.188]]
}